Record 1
{"formula": "C5H5NO", "method": "ωB97M-V/def2-TZVPD", "orbital_gap_ev": 10.4, "total_energy_ev": -8800.7248, "max_force_ha_per_bohr": 0.0482, "smiles": "N#C[C@@H]1C[C@@H]1C=O", "elements": ["C", "C", "C", "N", "H", "C", "H", "O", "H", "C", "H", "H"], "coordinates": [[-1.09, -0.79, 0.86], [0.38, 0.53, -0.90], [0.98, 0.71, 0.45], [0.91, -1.60, -2.29], [1.36, 1.65, 0.81], [-0.47, 0.48, 0.48], [-0.53, 1.03, -1.18], [-2.14, -0.85, 1.46], [-0.54, -1.69, 0.52], [0.69, -0.66, -1.66], [1.53, -0.17, 0.79], [-1.08, 1.37, 0.65]], "mulliken_charge": [-0.079, -0.092, -0.655, -0.411, 0.243, -0.061, 0.383, -0.477, 0.298, 0.157, 0.300, 0.393]}

Record 2
{"formula": "C4H5NO", "method": "ωB97M-V/def2-TZVPD", "orbital_gap_ev": 10.5, "total_energy_ev": -7764.5274, "max_force_ha_per_bohr": 0.0203, "smiles": "C=CC#N.C=O", "elements": ["H", "H", "O", "H", "C", "C", "C", "H", "H", "N", "C"], "coordinates": [[-0.59, 0.14, 1.35], [-1.23, -1.27, 2.41], [0.38, -1.64, 1.25], [1.19, -1.22, -1.34], [-0.12, 0.43, -1.26], [-0.39, 1.74, -0.72], [-0.49, -0.92, 1.67], [1.76, 0.22, -0.32], [-0.90, -0.01, -1.87], [-0.60, 2.78, -0.26], [1.01, -0.22, -0.96]], "mulliken_charge": [0.102, 0.275, -0.384, 0.285, -0.305, 0.403, 0.030, 0.268, 0.276, -0.416, -0.536]}

Record 3
{"formula": "C28H42FeN6O7P", "method": "ωB97M-V/def2-TZVPD", "charge": 2, "orbital_gap_ev": [7.4, 8.3], "s_squared": 1.0950, "total_energy_ev": -96652.3867, "multiplicity": 2, "max_force_ha_per_bohr": 0.0577, "elements": ["H", "C", "C", "H", "C", "C", "H", "C", "H", "H", "N", "H", "C", "H", "H", "H", "H", "H", "O", "H", "C", "H", "C", "H", "P", "H", "H", "H", "O", "C", "H", "C", "H", "O", "C", "N", "C", "N", "H", "H", "H", "C", "N", "H", "H", "H", "H", "C", "H", "H", "O", "C", "H", "H", "Fe", "C", "C", "C", "H", "H", "N", "O", "H", "H", "H", "H", "C", "C", "C", "O", "H", "C", "O", "H", "N", "C", "C", "H", "C", "C", "H", "C", "C", "H", "H"], "coordinates": [[-0.14, 4.19, -3.04], [3.99, 1.99, -0.65], [3.28, -4.80, -1.06], [-1.99, -1.91, -3.51], [-1.53, 3.45, 1.88], [0.91, -3.73, -0.06], [0.78, -1.75, 2.73], [-0.51, 2.12, 3.65], [0.44, -1.20, 4.37], [-0.02, -3.35, 0.34], [-0.45, 2.50, 2.24], [-2.43, 1.60, -3.27], [2.19, -5.63, -0.84], [-4.36, 2.84, -2.24], [4.29, 0.96, 3.23], [2.19, 3.80, -2.89], [-1.05, -0.78, -4.51], [2.73, -0.73, 3.38], [0.77, -0.95, 0.33], [0.20, 5.35, -1.75], [-3.85, -3.09, -0.06], [1.98, 0.66, 4.14], [3.03, 1.00, 1.50], [4.20, -5.21, -1.43], [-1.60, 0.02, -0.75], [-1.43, 4.66, -1.92], [4.99, 1.66, -0.44], [0.45, 2.89, 2.01], [-0.58, -0.09, -1.95], [1.90, -0.04, 3.30], [-3.33, -1.31, 1.03], [-1.86, 3.27, 0.40], [4.72, -0.20, 1.97], [-1.19, -5.42, 0.17], [1.43, 2.78, -1.16], [-0.63, 2.79, -0.18], [-0.98, -1.63, -3.82], [1.91, 0.69, 2.04], [0.90, -1.06, -2.94], [-4.36, -1.02, -0.38], [-3.25, 0.07, -2.94], [2.41, 3.16, -2.04], [-0.15, -5.95, -0.16], [-2.63, 2.51, 0.30], [-1.19, -0.86, 2.51], [-2.41, 3.23, 2.48], [-1.23, 4.47, 2.09], [3.71, 2.72, -1.80], [2.24, -6.69, -1.04], [-4.66, -3.32, 0.64], [-2.35, -1.35, -0.83], [-4.47, 1.81, -2.59], [5.10, 1.52, 1.76], [-1.15, 0.38, 4.75], [0.10, 0.75, 0.81], [-3.53, -1.63, 0.01], [0.63, -0.87, 3.35], [0.04, 3.31, -1.11], [-4.18, -3.37, -1.06], [-0.09, -2.11, -1.92], [-0.52, -0.15, 2.79], [2.98, -0.78, -0.12], [-4.87, 1.84, -3.60], [-2.24, 0.86, 3.45], [-5.19, 1.30, -1.95], [4.02, -2.79, -0.96], [1.95, -1.42, -0.02], [4.36, 0.82, 2.16], [-0.37, 4.44, -2.00], [-2.57, 1.14, -1.26], [-2.24, 4.19, -0.05], [1.03, -5.08, -0.36], [-0.01, -7.13, -0.35], [-1.07, 2.85, 4.24], [1.69, 2.01, -0.10], [-0.12, -1.29, -2.63], [-3.14, 1.10, -2.61], [0.49, 2.07, 4.07], [3.18, -3.44, -0.79], [-1.19, 0.77, 3.73], [-2.99, -3.69, 0.19], [2.00, -2.90, -0.29], [2.93, 1.67, 0.19], [4.51, 2.98, -2.48], [-0.54, -2.47, -4.35]], "mulliken_spin": [0.000, 0.000, 0.001, 0.000, 0.000, 0.000, 0.002, -0.011, -0.001, -0.001, 0.032, 0.000, -0.001, 0.000, 0.001, 0.000, -0.001, -0.001, 0.025, -0.001, -0.001, -0.001, 0.011, 0.000, -0.167, 0.000, 0.000, 0.002, 0.003, -0.007, 0.001, 0.005, 0.000, 0.000, 0.018, 0.041, 0.000, -0.025, 0.000, 0.000, 0.000, -0.004, 0.000, 0.003, 0.006, -0.002, 0.002, 0.002, 0.000, 0.000, 0.005, 0.000, 0.000, -0.002, 1.077, -0.003, 0.012, 0.003, 0.000, 0.001, -0.090, 0.010, 0.000, -0.001, 0.000, 0.000, 0.002, -0.003, 0.010, 0.015, 0.001, 0.002, 0.000, 0.000, 0.025, 0.001, -0.001, -0.002, -0.004, 0.014, 0.000, -0.009, 0.003, 0.000, 0.000]}

Record 4
{"formula": "C30H30I2N7O4S2Sc", "method": "ωB97M-V/def2-TZVPD", "orbital_gap_ev": 7.5, "total_energy_ev": -108793.1411, "max_force_ha_per_bohr": 0.0170, "elements": ["S", "C", "C", "H", "Sc", "C", "H", "C", "C", "C", "H", "N", "C", "H", "H", "H", "C", "C", "H", "H", "C", "H", "H", "H", "C", "H", "H", "C", "H", "H", "I", "C", "N", "O", "H", "O", "H", "H", "C", "C", "H", "H", "H", "H", "N", "C", "I", "C", "C", "C", "N", "H", "O", "N", "C", "H", "H", "C", "S", "C", "C", "O", "H", "N", "C", "H", "C", "C", "C", "H", "H", "C", "C", "H", "N", "C"], "coordinates": [[-3.90, -0.55, -1.78], [2.77, 2.05, 4.77], [0.91, 2.18, -3.32], [-2.50, -4.74, 0.74], [-1.84, 0.51, -0.31], [-0.43, -6.64, -1.15], [-2.08, -7.10, 0.14], [-1.46, -6.32, -0.28], [-1.25, -1.19, 3.85], [0.06, 1.65, -5.52], [4.56, 0.64, 0.55], [-1.61, -0.90, 1.52], [0.77, 2.45, 3.53], [-1.32, -0.78, 4.85], [-2.63, -2.49, -4.45], [1.80, 3.97, 4.65], [-0.72, -2.45, 3.62], [0.35, -5.64, -1.70], [3.50, 0.02, 4.61], [-0.59, 3.38, -0.29], [1.24, 1.35, 0.19], [2.51, 4.36, 1.11], [0.69, -3.52, -1.83], [1.61, 3.15, -5.12], [-1.15, -2.56, -0.13], [0.19, 2.98, -3.10], [-2.06, 0.56, 2.89], [-0.31, 3.40, 3.04], [1.60, -0.67, 3.17], [-0.25, -7.68, -1.41], [5.46, 3.49, 1.39], [2.44, 0.63, 0.20], [-3.79, 2.16, 0.43], [0.10, 0.77, -0.09], [1.73, 2.25, -2.61], [-3.52, 1.07, 0.98], [-1.13, 3.40, 3.76], [2.14, 1.48, -4.95], [2.49, 3.31, 0.84], [1.28, 2.71, 0.53], [-1.75, 3.44, 1.62], [0.26, 1.43, -6.57], [1.15, -5.89, -2.39], [-0.36, -3.06, 4.44], [-1.47, -1.66, -0.97], [0.00, 3.50, 0.62], [2.40, -1.41, -0.21], [1.67, 0.35, 3.53], [-0.65, -2.92, 2.31], [3.65, 1.23, 0.53], [0.70, 1.18, 3.13], [-4.03, -1.53, -4.30], [-2.98, 2.41, -0.50], [-3.07, -1.68, -4.05], [-0.40, 0.41, -4.76], [3.58, 2.40, 5.40], [0.27, 4.56, 0.72], [-1.12, -2.12, 1.29], [-0.02, 0.66, -3.00], [0.11, -4.31, -1.38], [-1.69, -4.99, 0.06], [-1.33, 1.13, -2.38], [-1.46, 0.19, -4.80], [-1.66, -2.00, -2.30], [-2.79, -1.49, -2.71], [-0.24, -3.90, 2.09], [-0.91, -3.98, -0.49], [1.78, 2.92, 4.36], [3.67, 2.58, 0.85], [-0.73, 2.41, -5.49], [0.15, -0.49, -5.06], [2.73, 0.74, 4.33], [1.30, 2.16, -4.79], [0.11, 4.42, 3.04], [-0.83, 3.04, 1.74], [-1.67, -0.44, 2.77]], "mulliken_charge": [-0.519, -0.502, -0.529, 0.510, -0.258, -0.426, 0.399, -0.840, -1.066, -0.704, 0.489, 0.305, 0.770, 0.407, 0.259, 0.479, -0.771, -0.925, 0.447, 0.359, -0.941, 0.451, 0.485, 0.392, -0.599, 0.236, 0.506, -1.385, 0.277, 0.404, 0.048, 0.335, 0.287, 1.876, 0.229, -0.352, 0.420, 0.294, -0.549, 0.662, 0.280, 0.404, 0.412, 0.422, 2.004, -2.012, 0.133, -0.099, -0.516, -0.416, 0.593, 0.219, -0.358, -0.399, -0.660, 0.405, 0.484, 1.006, 1.008, -0.057, -0.003, -0.869, 0.237, -1.269, 0.239, 0.542, -0.636, -1.013, -0.684, 0.303, 0.409, -1.017, -0.754, 0.439, 0.162, 0.096]}

Record 5
{"formula": "C5H10O", "method": "ωB97M-V/def2-TZVPD", "orbital_gap_ev": 11.1, "total_energy_ev": -7393.4622, "max_force_ha_per_bohr": 0.0080, "smiles": "C[C@H]1C[C@H]1CO", "elements": ["H", "C", "H", "H", "H", "H", "C", "H", "O", "H", "C", "C", "H", "H", "C", "H"], "coordinates": [[0.01, 1.65, 1.15], [-0.01, 1.58, 0.06], [2.58, -0.61, -0.42], [-2.50, 0.09, 0.73], [1.70, -0.49, 1.10], [-1.84, -1.41, 0.10], [-0.78, 0.42, -0.50], [-0.06, 2.54, -0.44], [1.09, -1.91, -0.29], [1.10, 0.75, -1.61], [-1.56, -0.42, 0.48], [0.73, 0.46, -0.63], [-1.03, -0.56, 1.43], [0.38, -2.12, 0.33], [1.58, -0.62, 0.01], [-1.29, 0.57, -1.45]], "mulliken_charge": [0.243, -0.771, 0.350, 0.364, 0.298, 0.336, 0.426, 0.271, -0.527, 0.305, -1.641, 0.092, 0.386, 0.305, -0.790, 0.352]}

Record 6
{"formula": "C18H15F3NO5S2", "method": "ωB97M-V/def2-TZVPD", "charge": -1, "orbital_gap_ev": 7.7, "total_energy_ev": -60460.0431, "max_force_ha_per_bohr": 0.0571, "elements": ["H", "O", "H", "C", "O", "C", "C", "C", "O", "H", "H", "S", "F", "O", "N", "C", "H", "H", "C", "C", "C", "C", "C", "H", "O", "H", "H", "C", "H", "S", "F", "F", "C", "C", "H", "H", "C", "C", "C", "H", "C", "H", "H", "C"], "coordinates": [[-5.13, 3.46, -1.46], [0.38, 3.79, -0.67], [-3.94, 7.54, -0.43], [-4.44, 4.19, -1.05], [-0.39, 4.23, 1.59], [-0.96, -0.97, 2.23], [2.21, 1.17, -0.35], [2.51, 1.24, 2.01], [-3.24, 1.25, -0.82], [3.24, 2.76, -1.48], [2.16, -4.63, -0.78], [-0.73, 3.75, 0.28], [-2.26, -0.76, 1.90], [3.07, -1.88, -0.78], [-1.61, 2.42, 0.28], [2.41, -2.07, 0.22], [0.60, -3.72, -0.53], [1.66, 0.83, -1.24], [1.61, -0.99, 1.04], [-2.75, 2.32, -0.46], [-3.21, 3.73, -0.63], [0.89, -5.36, 0.88], [3.73, 2.82, 0.63], [3.84, 2.79, 2.80], [2.19, -3.31, 0.81], [2.23, 0.97, 3.03], [0.49, -6.17, 0.26], [1.44, -4.26, -0.03], [1.82, -1.23, 2.10], [-0.03, -1.65, 0.75], [-0.36, 0.24, 2.54], [-0.95, -1.80, 3.33], [-2.21, 4.63, -0.26], [-2.42, 6.00, -0.12], [-1.67, 6.68, 0.28], [1.69, -5.74, 1.52], [2.06, 0.51, 0.89], [3.40, 2.33, 1.90], [-3.69, 6.47, -0.51], [0.05, -4.97, 1.48], [-4.67, 5.56, -0.96], [-5.65, 5.92, -1.25], [4.48, 3.62, 0.52], [3.06, 2.29, -0.50]], "mulliken_charge": [0.421, -0.637, 0.334, -0.597, -0.691, 0.713, -0.137, -0.098, -0.733, 0.337, 0.319, 1.113, -0.212, -0.543, -0.257, 0.125, 0.331, 0.348, -0.425, 0.252, 0.189, -1.125, -0.295, 0.334, -0.291, 0.280, 0.377, -0.178, 0.460, -0.235, -0.187, -0.254, 0.248, -0.496, 0.386, 0.301, 0.584, -0.642, -0.476, 0.219, -0.367, 0.340, 0.339, -0.478]}

Record 7
{"formula": "C34H53EuN4OP2", "method": "ωB97M-V/def2-TZVPD", "charge": 1, "orbital_gap_ev": [5.7, 5.8], "s_squared": 15.7603, "total_energy_ev": -82025.1024, "multiplicity": 8, "max_force_ha_per_bohr": 0.2472, "elements": ["C", "C", "P", "C", "H", "C", "H", "H", "C", "H", "H", "C", "N", "H", "Eu", "H", "H", "H", "N", "C", "C", "C", "C", "H", "C", "H", "H", "H", "H", "H", "O", "H", "C", "H", "H", "H", "C", "N", "C", "C", "H", "C", "C", "C", "C", "H", "C", "H", "C", "N", "H", "H", "H", "H", "H", "H", "H", "C", "H", "H", "C", "C", "H", "H", "H", "H", "H", "H", "H", "H", "C", "H", "H", "C", "H", "H", "H", "C", "H", "C", "C", "H", "H", "H", "C", "H", "H", "H", "C", "H", "C", "P", "H", "C", "C"], "coordinates": [[-1.06, -1.08, 3.75], [2.43, 2.93, -2.30], [-1.27, 0.20, 2.33], [5.06, 3.24, 2.42], [4.47, 5.58, 1.56], [-0.21, 1.22, -3.15], [-1.38, 2.13, 4.66], [-1.98, -2.78, 2.69], [-2.08, -2.21, 3.63], [-1.08, -7.00, -0.17], [2.44, -2.34, -2.04], [-3.08, -6.07, -0.20], [1.95, 1.93, 1.51], [4.86, 2.98, 3.47], [0.94, 0.27, 0.26], [-2.09, 3.53, 3.76], [2.69, 5.43, 1.62], [0.03, -4.81, 0.17], [0.31, -2.13, 0.45], [-2.71, 1.15, -2.84], [2.68, 1.61, -3.07], [-3.82, -4.85, -0.13], [1.24, -1.28, -3.55], [3.04, 1.01, -5.18], [-3.67, 1.10, 3.45], [5.52, 2.38, 1.92], [-4.56, -0.36, -0.43], [-3.63, -7.05, -0.36], [2.25, -0.73, -5.43], [-0.43, 0.42, 5.20], [4.66, -0.71, 1.86], [5.72, 4.11, 2.38], [-2.78, 2.42, 1.51], [3.32, 3.57, -2.44], [4.31, 0.11, -3.21], [-0.57, 2.76, 3.19], [-1.05, -4.83, 0.09], [3.79, 3.62, 1.78], [-2.35, -0.39, 1.07], [-3.84, 0.66, -2.16], [4.07, 0.74, -1.59], [0.36, -1.69, 3.65], [3.62, 4.98, 1.24], [4.03, 1.01, -2.65], [-1.66, -6.06, -0.10], [-2.75, 1.68, -3.81], [-1.55, 2.58, 3.67], [1.06, -2.04, -5.55], [1.27, -1.07, -5.06], [-1.28, 0.43, -1.00], [-4.53, 1.67, 3.09], [-3.11, -1.86, 3.71], [4.83, 1.75, -2.82], [-2.18, 0.02, 5.29], [-3.29, 3.35, 1.81], [3.41, -1.70, -3.38], [-0.08, -2.98, -3.69], [-1.46, 0.91, -2.24], [-1.95, -2.89, 4.50], [-0.95, -1.43, -3.43], [-1.77, -3.64, 0.24], [-3.70, 0.10, -0.92], [-3.21, -1.11, 1.41], [-4.84, 0.85, -2.59], [0.51, -2.33, 2.78], [-3.69, -2.70, 0.10], [-0.09, -2.21, -2.06], [3.57, 4.99, 0.13], [-3.47, 1.87, 0.86], [2.37, -3.12, -3.63], [-3.15, -3.61, 0.08], [-4.92, -4.89, -0.24], [-3.62, 1.23, 4.54], [2.89, 2.79, 1.63], [-3.89, 0.05, 3.25], [1.71, 2.18, -4.94], [0.51, -0.37, -5.41], [-1.17, -0.39, 5.11], [1.12, -0.90, 3.63], [-0.05, -2.01, -3.15], [3.65, -0.56, 1.38], [-1.90, 2.70, 0.90], [-0.05, 2.31, -3.12], [2.30, 2.75, -1.21], [-2.44, 0.09, -0.26], [1.54, 3.44, -2.69], [0.55, -2.30, 4.54], [-0.43, 0.97, -4.21], [-2.39, 1.64, 2.79], [3.38, 2.72, -4.77], [2.69, 1.87, -4.58], [1.32, 0.38, -2.60], [-0.96, -1.13, 5.90], [2.44, -2.14, -3.12], [-0.77, -2.65, 0.51]], "mulliken_spin": [-0.013, 0.001, 0.006, 0.002, 0.000, -0.012, 0.000, 0.000, -0.001, 0.000, 0.001, 0.001, 0.002, 0.000, 6.956, 0.000, 0.000, 0.000, 0.004, 0.001, -0.011, -0.001, -0.014, 0.000, 0.000, 0.000, -0.001, 0.000, 0.000, 0.000, -0.001, 0.000, 0.005, 0.000, 0.000, 0.001, 0.005, 0.000, 0.008, 0.001, 0.000, 0.012, 0.002, 0.002, -0.001, 0.000, -0.001, 0.000, 0.001, -0.024, 0.000, 0.000, 0.000, 0.000, 0.000, 0.000, 0.000, 0.003, 0.000, 0.000, -0.001, 0.001, -0.002, 0.000, 0.002, 0.000, 0.000, 0.000, 0.000, 0.000, 0.003, 0.000, 0.000, 0.022, 0.000, 0.000, 0.000, -0.001, -0.002, 0.004, 0.019, 0.000, -0.003, 0.002, -0.015, 0.001, 0.000, 0.002, -0.008, 0.000, 0.001, 0.052, 0.000, -0.001, -0.011]}

Record 8
{"formula": "CH4NO3", "method": "ωB97M-V/def2-TZVPD", "charge": -1, "orbital_gap_ev": 8.9, "total_energy_ev": -8736.7770, "max_force_ha_per_bohr": 0.0440, "elements": ["H", "H", "H", "O", "O", "O", "C", "H", "N"], "coordinates": [[-0.44, 0.46, 1.06], [0.38, -0.70, 1.96], [-0.66, 0.74, -1.10], [2.20, -1.08, 0.32], [-1.64, 0.84, -1.29], [0.94, 0.29, -1.02], [1.23, -0.37, 0.00], [-2.20, 0.14, -0.99], [0.21, -0.31, 1.05]], "mulliken_charge": [0.159, 0.171, 0.428, -0.731, -0.731, -0.793, 0.649, 0.280, -0.431]}

Record 9
{"formula": "C10H11N3S", "method": "ωB97M-V/def2-TZVPD", "orbital_gap_ev": 8.6, "total_energy_ev": -25849.6544, "max_force_ha_per_bohr": 0.0673, "smiles": "CS/C=N/c1ccccn1.C=C=C=N", "elements": ["C", "N", "H", "C", "H", "C", "H", "N", "C", "C", "H", "N", "H", "H", "C", "C", "S", "H", "H", "C", "H", "H", "C", "H", "C"], "coordinates": [[3.32, 1.82, 0.43], [-1.47, 0.76, -1.14], [3.63, 1.01, 1.08], [-1.66, 1.05, 1.18], [-1.31, 1.04, 2.15], [1.44, -3.08, 0.59], [2.50, 2.51, 0.83], [0.46, 1.06, 0.10], [-2.77, 0.86, -1.27], [-0.38, -2.69, -1.20], [-3.64, 0.97, 2.07], [-1.22, -2.31, -2.00], [1.87, -4.11, 0.72], [1.71, -2.15, 1.17], [0.56, -2.85, -0.38], [1.21, 0.64, -0.86], [2.91, 0.80, -1.04], [-1.45, -1.32, -1.98], [0.89, 0.06, -1.69], [-0.92, 1.05, 0.00], [-4.68, 0.92, -0.27], [4.22, 2.55, 0.24], [-3.64, 0.93, -0.18], [-3.14, 0.75, -2.26], [-3.07, 1.03, 1.13]], "mulliken_charge": [-0.748, -0.435, 0.233, -0.255, 0.450, -0.864, 0.276, -0.436, -0.407, 0.770, 0.365, -0.732, 0.251, 0.237, -0.009, 0.034, -0.042, 0.388, 0.264, 0.257, 0.449, 0.311, -0.416, 0.431, -0.372]}